A 2-piece molecular cluster, O3S2 overall, computed with wB97M-V/def2-TZVPD.

Cartesian coordinates (Å):
1 O 1.708 -0.232 0.211
2 O -1.962 -1.192 0.131
3 O -1.711 1.115 -0.365
4 S 3.007 0.414 -0.033
5 S -1.042 -0.106 0.055

Calculated values
energy	-27810.3319	eV
energy relative to the best compared isomer or geometry (same formula, charge and spin)	0.3718	eV
LUMO level (spin up / spin down)	-2.066 / -2.088	eV
frontier orbital gap (spin up / spin down)	7.78 / 7.76	eV